[1]
DFT (ωB97M-V/def2-TZVPD) results for the molecule C5H7F3IN at a distorted geometry.

Structure (XYZ):
```
17
C5H7F3IN | OMol25 | ωB97M-V/def2-TZVPD
C 0.7867 -0.4998 -1.1657
H -0.2694 1.9668 0.2655
H -0.4198 1.5522 -1.4289
I -4.8755 -0.2478 0.1487
C -0.6503 1.2268 -0.4452
C -2.6571 -0.3380 0.0004
F -2.7408 1.7132 -1.2434
F -2.4647 1.9051 0.8245
H -1.9829 -0.6637 0.8646
H 1.1212 -1.5359 -1.1822
H 0.8859 -0.0905 -2.2032
F -2.2352 -1.0431 -1.0970
H -0.1583 -1.7629 0.8565
H 0.2444 -0.2217 1.9201
C -0.2284 -0.7036 1.0658
C -2.1184 1.1468 -0.2085
N 0.0231 -0.0463 -0.1745
```

Output
molar mass = 265.02 g mol⁻¹
Kohn-Sham gap (alpha / beta) = 7.32 / 6.93 eV
ΔE to the lowest compared entry with this formula, charge and spin = 260.51 kJ/mol
DFT total energy = -23037.5502 eV
LUMO energy (alpha / beta) = -0.158 / -0.350 eV

=====

[2]
DFT (ωB97M-V/def2-TZVPD) results for the molecule C5H7F3N2O2 at a distorted geometry.

Structure (XYZ):
```
19
C5H7F3N2O2 | OMol25 | ωB97M-V/def2-TZVPD
N -0.0247 -2.0594 -0.5742
H 1.0519 2.4653 0.5372
F 2.4699 -0.2340 1.3527
O 0.0604 0.2205 -1.3054
H -2.0018 0.1825 -1.6434
H -0.6823 1.9358 0.9390
N -2.5884 -0.0182 -0.9161
C -1.7820 -0.5041 0.1897
C 0.6395 0.3855 0.0401
H -0.3254 -2.7553 0.1237
O -2.1781 -0.8700 1.2741
H 0.7339 -2.1921 -1.1341
H -3.5597 0.2919 -0.6481
F 2.5665 -0.6871 -0.7552
C -0.3441 -0.7127 -0.3261
C 2.1242 0.2132 0.0849
H 0.6517 1.3717 2.0098
C 0.3438 1.6027 0.8704
F 2.8447 1.3638 -0.1187
```

Output
molar mass = 184.12 g mol⁻¹
Kohn-Sham gap = 10.40 eV
SMILES = C[C@]1(C(F)(F)F)O[C@]1(N)C(N)=O
ΔE to the lowest compared entry with this formula, charge and spin = 54.05 kJ/mol
DFT total energy = -20525.3083 eV
LUMO energy = 0.830 eV

=====

[3]
DFT (ωB97M-V/def2-TZVPD) results for the molecule C5H7FN2 at a distorted geometry.

Structure (XYZ):
```
15
C5H7FN2 | OMol25 | ωB97M-V/def2-TZVPD
C -0.3814 -0.7782 0.0052
H 3.1841 -0.2076 -0.1122
N -2.8076 0.2586 0.0341
N -0.6955 1.3787 -0.0566
H -0.5986 -1.8105 -0.2244
H -1.1612 2.2482 0.1550
H -3.0367 -0.1458 -0.9114
C 2.2633 -0.8676 0.0352
C -1.3532 0.2157 0.1243
H -3.2300 -0.3696 0.6777
H 2.4117 -1.7750 -0.7019
C 0.9297 -0.1665 -0.0313
F 1.4032 2.2554 0.0298
C 0.6611 1.1148 -0.0617
H 2.4110 -1.3506 1.0383
```

Output
molar mass = 114.12 g mol⁻¹
Kohn-Sham gap = 9.09 eV
SMILES = Cc1cc(N)[nH]c1F
ΔE to the lowest compared entry with this formula, charge and spin = 99.59 kJ/mol
DFT total energy = -10995.2756 eV
LUMO energy = 0.910 eV

=====

[4]
DFT (ωB97M-V/def2-TZVPD) results for the molecule C5H7FN2 at a distorted geometry.

Structure (XYZ):
```
15
C5H7FN2 | OMol25 | ωB97M-V/def2-TZVPD
N -2.0793 -1.1727 0.6338
H -1.0845 0.1123 2.6168
H 1.1092 1.9446 -1.9492
C 1.0692 0.5515 -0.2086
H 0.2289 0.5661 1.7221
H -2.7375 -0.9355 1.3652
C -1.1121 -0.2804 0.6138
C 1.6714 1.4492 -1.0716
H 0.7162 -1.1417 -2.0443
N -0.8315 0.5980 1.7002
C -0.1721 -1.1887 -1.4553
H -0.9122 -2.0081 -1.7959
H 2.4774 1.9268 -0.5149
F 1.7652 0.0428 0.7880
C -0.1083 -0.4642 -0.4000
```

Output
molar mass = 114.12 g mol⁻¹
Kohn-Sham gap = 9.71 eV
SMILES = [H]/N=C(\N)C(=C)C(=C)F
ΔE to the lowest compared entry with this formula, charge and spin = 300.26 kJ/mol
DFT total energy = -10993.1957 eV
LUMO energy = 0.417 eV

=====

[5]
DFT (ωB97M-V/def2-TZVPD) results for the molecule C5H7FO at a distorted geometry.

Structure (XYZ):
```
14
C5H7FO | OMol25 | ωB97M-V/def2-TZVPD
H 1.2424 -1.2178 -1.0912
C -0.1509 -0.8781 0.3702
O -0.9592 -1.5951 -0.5617
C -0.8491 0.3562 0.8684
H -0.7691 2.2907 -0.1794
C 0.8290 0.8868 -0.7347
H 0.0855 -1.5882 1.1272
C 1.0726 -0.5055 -0.2896
H -0.6392 0.7910 1.9101
H -1.3185 -0.9169 -1.2232
H -1.9116 0.2697 0.8745
C -0.2793 1.3451 -0.1644
H 1.5022 1.3533 -1.4462
F 2.1453 -0.5911 0.5399
```

Output
molar mass = 102.11 g mol⁻¹
Kohn-Sham gap = 11.06 eV
SMILES = O[C@@H]1CC=C[C@H]1F
ΔE to the lowest compared entry with this formula, charge and spin = 53.74 kJ/mol
DFT total energy = -10062.1864 eV
LUMO energy = 0.911 eV

=====

[6]
DFT (ωB97M-V/def2-TZVPD) results for the molecule C5H7FO2 at a distorted geometry.

Structure (XYZ):
```
15
C5H7FO2 | OMol25 | ωB97M-V/def2-TZVPD
H 0.0995 0.9027 1.4883
H -1.3755 -1.0481 0.6545
F 2.1476 -1.5044 0.7556
O 0.5006 2.6039 -0.6207
H 1.5055 0.2182 -1.0603
C -0.1260 1.6231 -0.9521
C 0.6655 0.2270 0.8560
H -2.1752 -0.0739 -0.6331
H -1.0470 1.6541 -1.5216
O -0.2663 -0.8015 -1.1150
C -1.5128 -0.9093 -0.4192
H 1.6356 -0.7061 2.5729
C 1.4039 -0.6437 1.4773
C 0.4848 0.2984 -0.6070
H -1.9404 -1.8404 -0.8756
```

Output
molar mass = 118.11 g mol⁻¹
Kohn-Sham gap = 10.62 eV
SMILES = CO[C@@H](C=O)/C=C\F
ΔE to the lowest compared entry with this formula, charge and spin = 120.05 kJ/mol
DFT total energy = -12108.7342 eV
LUMO energy = 0.797 eV

=====

[7]
DFT (ωB97M-V/def2-TZVPD) results for a structure of composition C5H7FO3Tl at a distorted geometry.

Structure (XYZ):
```
17
C5H7FO3Tl | OMol25 | ωB97M-V/def2-TZVPD
H -1.8596 0.1417 1.2038
C -2.1117 -0.1559 -0.7363
H 1.5486 0.0925 -1.1394
H 0.1589 -1.8215 -0.8894
H -2.8367 0.6627 -0.7143
H -2.1797 -0.8523 -1.5772
O 1.1456 2.3605 1.9143
H -1.2640 -1.1436 1.3083
C -1.3739 -0.4866 0.4325
C 0.4080 -1.2760 0.0315
Tl -0.3850 1.5849 -1.8756
O 1.8003 0.5307 0.8929
H 2.5204 -1.0154 -0.1922
C 1.6111 -0.3961 -0.1590
C 1.2393 1.7929 0.8217
O 0.8648 2.2183 -0.2976
F 0.7137 -2.2369 0.9761
```

Output
<S²> = 0.777
molar mass = 338.49 g mol⁻¹
Kohn-Sham gap (alpha / beta) = 7.99 / 7.32 eV
multiplicity = 2
DFT total energy = -18847.0122 eV
LUMO energy (alpha / beta) = -0.425 / -1.887 eV

=====

[8]
DFT (ωB97M-V/def2-TZVPD) results for a cluster of 2 separate species, C5H7FS2 in total at a distorted geometry.

Structure (XYZ):
```
15
C5H7FS2 | OMol25 | ωB97M-V/def2-TZVPD
H -0.5364 1.7204 -3.3511
C 1.4867 -0.9989 1.7502
C 0.4628 0.4267 0.1093
C 0.5873 0.2044 1.5860
H 0.9236 1.0854 2.0580
H 1.3270 0.9885 -0.4367
C -1.9868 0.1234 -2.6018
H 2.6032 -0.8397 1.4149
S -1.8199 1.5636 -3.5553
H 1.6309 -1.1231 2.8992
H -1.4895 -0.3339 -0.2962
F -0.6211 -0.0205 2.2458
H 0.9872 -1.7849 1.2189
S -2.8921 -1.1787 -2.5132
C -0.6628 0.1674 -0.5281
```

Output
molar mass = 150.24 g mol⁻¹
Kohn-Sham gap (alpha / beta) = 7.87 / 7.37 eV
ΔE to the lowest compared entry with this formula, charge and spin = 483.93 kJ/mol
DFT total energy = -29680.9464 eV
LUMO energy (alpha / beta) = -0.458 / -0.477 eV

=====

[9]
DFT (ωB97M-V/def2-TZVPD) results for a structure of composition C5H7HoO4 at a distorted geometry.

Structure (XYZ):
```
17
C5H7HoO4 | OMol25 | ωB97M-V/def2-TZVPD
H 0.3920 0.8878 1.5094
C 0.3801 -0.0740 0.9709
H -2.2329 -1.8530 -0.2293
C -3.4003 -0.2380 0.2935
O -4.0948 0.3687 0.9826
H -0.5302 1.0501 -0.6967
C 0.0460 0.1400 -0.5012
H -0.2868 -0.7885 1.4670
C -2.5097 -0.8346 -0.5157
O 3.3271 0.9245 0.4989
H 2.9988 -0.8106 -0.5710
O 1.5653 0.7086 -0.8897
Ho 2.8159 2.6613 -0.6056
C 2.4995 0.0001 -0.0098
H -2.7142 -0.7159 -1.5839
O 1.6815 -0.6301 0.9555
H 0.0628 -0.7963 -1.0749
```

Output
<S²> = 6.005
molar mass = 296.04 g mol⁻¹
Kohn-Sham gap (alpha / beta) = 3.92 / 3.38 eV
total charge = +2
multiplicity = 5
ΔE to the lowest compared entry with this formula, charge and spin = 0.00 kJ/mol
DFT total energy = -39265.1104 eV
LUMO energy (alpha / beta) = -11.151 / -11.691 eV

=====

[10]
DFT (ωB97M-V/def2-TZVPD) results for a cluster of 2 separate species, C5H7I in total at a distorted geometry.

Structure (XYZ):
```
13
C5H7I | OMol25 | ωB97M-V/def2-TZVPD
C 0.2116 1.9391 1.4981
I 3.3127 0.3272 0.0671
H 2.1291 -3.4539 -1.0577
H 1.2002 1.4853 1.8333
H 1.3688 -1.6769 0.5921
H -0.3695 2.7191 1.9964
H -0.1220 1.6915 -1.8920
C -0.4702 1.2406 -0.9419
H 3.2480 -2.3670 -1.9154
C 2.4926 -2.3330 -1.1372
C -0.1058 1.5085 0.2564
C 2.2257 -1.4768 -0.1620
H -1.1757 0.3659 -0.9558
```

Output
molar mass = 194.02 g mol⁻¹
Kohn-Sham gap = 9.61 eV
SMILES = C=C=C.C=CI
ΔE to the lowest compared entry with this formula, charge and spin = 198.61 kJ/mol
DFT total energy = -13395.4234 eV
LUMO energy = 0.507 eV

=====

[11]
DFT (ωB97M-V/def2-TZVPD) results for a structure of composition C5H7IN at a distorted geometry.

Structure (XYZ):
```
14
C5H7IN | OMol25 | ωB97M-V/def2-TZVPD
C 1.4176 0.5371 -0.1040
C -0.5416 1.7002 0.1156
C -1.1270 0.3978 0.2502
C -0.0678 -1.9782 -0.0811
H -1.1436 2.5714 0.1024
H 0.9431 -2.4377 0.3117
H -1.8927 0.1429 1.0775
H -0.7773 -2.6372 0.5314
H -1.8912 0.4203 -0.6899
C 0.8050 1.7360 -0.1479
H -0.2081 -2.1501 -1.1945
H 1.3631 2.5871 -0.2444
N -0.1107 -0.5947 0.1884
I 3.2314 -0.2948 -0.1153
```

Output
molar mass = 208.02 g mol⁻¹
Kohn-Sham gap (alpha / beta) = 7.24 / 7.23 eV
total charge = +1
ΔE to the lowest compared entry with this formula, charge and spin = 293.37 kJ/mol
DFT total energy = -14877.8650 eV
LUMO energy (alpha / beta) = -6.113 / -6.115 eV

=====

[12]
DFT (ωB97M-V/def2-TZVPD) results for the molecule C5H7IN4 at a distorted geometry.

Structure (XYZ):
```
17
C5H7IN4 | OMol25 | ωB97M-V/def2-TZVPD
N -0.5592 -1.0270 0.3802
C 1.4729 0.8962 0.3520
H 2.1781 1.6617 0.0587
H 2.0652 0.1148 0.8282
H -0.9827 2.4823 1.7911
C -1.3749 -2.0402 0.8946
H -1.2355 -2.9933 0.2833
C 1.4685 0.1478 -2.0618
C 0.6875 0.6677 -0.9221
H -2.3964 -1.7482 0.8068
N 0.7761 1.5735 1.3870
C -0.6231 -0.3725 -0.6527
I -2.2908 -0.2602 -1.9739
N -0.4015 1.8689 1.1015
H 0.2273 1.6822 -1.3240
H -1.0500 -2.2363 1.9278
N 2.0386 -0.4176 -2.8766
```

Output
molar mass = 250.04 g mol⁻¹
Kohn-Sham gap = 9.70 eV
SMILES = [H]/N=N/C[C@@H](C#N)/C(I)=N/C
ΔE to the lowest compared entry with this formula, charge and spin = 100.03 kJ/mol
DFT total energy = -19356.2357 eV
LUMO energy = 0.302 eV

=====

> Number 4 is which compound?

C5H7FN2